(1)
ORCA calculation (ωB97M-V with the def2-TZVPD basis set) on a cluster of 2 separate species, C2H6N in total.

Computed properties:
HOMO-LUMO gap (alpha / beta): 12.52 / 7.78 eV
E_LUMO (alpha / beta): -5.3 / -8.8 eV
HOMO (alpha / beta): -0.6532 / -0.6080 Eh
ΔE to the lowest compared entry with this formula, charge and spin: 138.6 kcal/mol

The geometry in ORCA input format:
```
! wB97M-V def2-TZVPD RIJCOSX def2/J DEFGRID3
* xyz 1 1
C -0.823 -0.400 0.059
C -0.071 0.854 -0.136
N 0.546 -0.372 -0.362
H -0.958 -0.819 1.143
H -1.616 -0.678 -0.521
H -0.332 1.427 -0.956
H 0.187 1.578 0.568
H 2.116 -0.746 1.395
H 0.952 -0.845 -1.191
*
```


(2)
ORCA calculation (ωB97M-V with the def2-TZVPD basis set) on a cluster of 2 separate species, C5H11N2O5S in total.

Computed properties:
HOMO-LUMO gap (alpha / beta): 6.79 / 6.79 eV
E_LUMO (alpha / beta): 2.6 / 2.6 eV
HOMO (alpha / beta): -0.1528 / -0.1528 Eh
ΔE to the lowest compared entry with this formula, charge and spin: 23.6 kcal/mol

The geometry in ORCA input format:
```
! wB97M-V def2-TZVPD RIJCOSX def2/J DEFGRID3
* xyz -1 1
C 2.893 0.462 0.129
C 1.114 -1.471 -0.799
C 0.023 -1.064 1.264
C 1.217 0.735 0.077
C -1.598 0.593 -0.961
N -1.148 1.794 -0.766
N 0.537 -0.505 0.058
O 3.435 0.638 -0.934
O -4.138 0.589 -0.438
O 3.282 0.030 1.200
O -2.732 -1.219 0.556
O -2.497 1.058 1.361
S -2.932 0.207 0.227
H 0.423 -2.052 -1.452
H 1.942 -1.070 -1.356
H 1.400 -2.179 -0.075
H -0.693 -0.448 1.804
H -0.333 -1.985 1.019
H 0.973 -1.169 1.912
H 1.056 1.284 -0.869
H 0.914 1.358 0.893
H -1.396 0.100 -1.953
H -1.391 2.034 0.218
H -0.352 2.283 -1.117
*
```


(3)
ORCA calculation (ωB97M-V with the def2-TZVPD basis set) on the ion CH4N3 with charge +1.

Computed properties:
HOMO-LUMO gap: 9.09 eV
E_LUMO: -5.1 eV
HOMO: -0.5227 Eh
ΔE to the lowest compared entry with this formula, charge and spin: 78.7 kcal/mol

The geometry in ORCA input format:
```
! wB97M-V def2-TZVPD RIJCOSX def2/J DEFGRID3
* xyz 1 1
C -0.535 0.478 1.069
N -3.036 1.237 0.613
N -1.962 0.815 0.867
N 0.043 0.184 -0.254
H -0.089 0.148 1.907
H 0.908 -0.385 -0.233
H 0.293 0.982 -0.834
H -0.671 -0.423 -0.650
*
```


(4)
ORCA calculation (ωB97M-V with the def2-TZVPD basis set) on a structure of composition H24O12.

Computed properties:
HOMO-LUMO gap: 9.97 eV
E_LUMO: -0.3 eV
HOMO: -0.3782 Eh
ΔE to the lowest compared entry with this formula, charge and spin: 138.9 kcal/mol

The geometry in ORCA input format:
```
! wB97M-V def2-TZVPD RIJCOSX def2/J DEFGRID3
* xyz 0 1
O -3.756 -21.581 2.631
H -4.437 -21.038 2.405
H -4.168 -22.285 3.103
O -0.513 -23.320 2.662
H -1.159 -22.664 3.078
H 0.093 -23.511 3.353
O -2.535 -23.829 5.965
H -2.544 -23.135 5.271
H -1.913 -24.569 5.752
O -2.337 -21.639 4.256
H -2.954 -21.358 3.495
H -1.542 -20.973 4.272
O 0.563 -21.610 5.743
H 1.036 -22.224 5.467
H 0.242 -22.033 6.591
O -0.956 -20.463 0.990
H -0.559 -20.129 1.871
H -1.442 -21.331 0.910
O -2.685 -18.238 3.880
H -1.713 -18.194 4.173
H -3.090 -17.332 4.092
O -2.716 -22.738 0.429
H -2.836 -23.650 0.736
H -2.830 -22.200 1.213
O -0.440 -19.099 2.894
H 0.047 -18.955 2.076
H -0.051 -18.884 3.794
O -3.845 -19.686 5.902
H -3.337 -19.330 5.256
H -4.717 -19.694 5.504
O -2.605 -22.018 7.415
H -2.790 -21.036 7.265
H -2.481 -22.451 6.548
O -5.182 -22.416 5.893
H -4.678 -21.635 5.970
H -4.552 -23.000 6.362
*
```


(5)
ORCA calculation (ωB97M-V with the def2-TZVPD basis set) on a structure of composition C30H48FN2O10Pb.

Computed properties:
HOMO-LUMO gap: 1.75 eV
E_LUMO: -6.9 eV
HOMO: -0.3198 Eh
ΔE to the lowest compared entry with this formula, charge and spin: 0.0 kcal/mol

The geometry in ORCA input format:
```
! wB97M-V def2-TZVPD RIJCOSX def2/J DEFGRID3
* xyz 1 1
Pb -0.047 -15.449 18.514
F 3.724 -13.800 18.630
C 1.410 -15.797 14.008
O 0.964 -16.947 14.842
C 1.424 -18.256 14.447
C 1.131 -19.423 15.433
N -0.255 -19.350 15.898
C -1.243 -19.778 14.872
C -1.469 -21.231 14.656
O -2.032 -21.765 15.755
C -2.227 -23.170 15.432
H 2.475 -15.705 13.791
H 1.204 -14.847 14.501
H 0.816 -15.803 13.094
H 2.502 -18.202 14.299
H 1.166 -18.421 13.401
H 1.715 -19.340 16.349
H 1.267 -20.401 14.971
H -0.375 -20.148 16.506
H -1.079 -19.346 13.885
H -2.241 -19.436 15.146
H -0.515 -21.753 14.576
H -1.926 -21.355 13.675
H -2.954 -23.196 14.620
H -2.721 -23.567 16.318
H -1.354 -23.770 15.175
C -1.480 -11.909 19.809
O -0.774 -12.927 20.599
C -0.784 -12.691 22.015
C -0.631 -14.029 22.772
N 0.549 -14.848 22.334
C 0.840 -16.131 22.989
C -0.317 -17.125 22.972
O -0.700 -17.434 21.649
C -1.923 -18.196 21.647
H -2.553 -11.993 19.980
H -1.133 -11.959 18.776
H -1.085 -10.946 20.132
H -1.672 -12.186 22.394
H 0.124 -12.150 22.282
H -1.518 -14.659 22.703
H -0.575 -13.750 23.824
H 1.337 -14.220 22.262
H 0.969 -15.899 24.046
H 1.717 -16.595 22.539
H -1.212 -16.650 23.373
H -0.076 -18.002 23.572
H -1.951 -19.036 22.341
H -2.205 -18.741 20.747
H -2.820 -17.612 21.851
C 9.505 -16.389 17.164
C 10.775 -16.527 16.668
C 11.860 -16.749 17.516
C 11.645 -17.001 18.839
C 10.370 -17.080 19.313
C 9.278 -16.942 18.466
O 8.068 -17.028 18.946
O 13.067 -16.660 17.085
H 8.718 -16.009 16.530
H 11.069 -16.226 15.674
H 12.414 -17.220 19.564
H 10.257 -17.296 20.366
H 7.570 -16.266 18.642
H 13.337 -16.268 16.251
C 8.380 -8.975 14.390
C 9.662 -9.045 13.859
C 10.556 -10.044 14.303
C 10.335 -10.632 15.499
C 9.088 -10.504 16.093
C 8.046 -9.788 15.450
O 6.726 -9.744 15.859
O 11.759 -10.214 13.572
H 7.593 -8.301 14.085
H 9.889 -8.400 13.024
H 11.037 -11.295 15.984
H 8.806 -10.998 17.011
H 6.417 -10.568 16.243
H 11.951 -9.345 13.210
C 5.074 -12.547 25.670
C 5.514 -11.988 24.478
C 5.064 -10.739 24.114
C 4.282 -9.976 25.005
C 3.967 -10.503 26.262
C 4.513 -11.772 26.606
O 4.172 -12.289 27.809
O 5.393 -10.119 22.901
H 5.410 -13.537 25.941
H 6.164 -12.490 23.776
H 3.971 -9.002 24.655
H 3.448 -9.908 26.999
H 4.654 -13.078 28.067
H 5.308 -10.775 22.205
*
```


(6)
ORCA calculation (ωB97M-V with the def2-TZVPD basis set) on a structure of composition C29H46BrN3P2PdS.

Computed properties:
HOMO-LUMO gap (alpha / beta): 5.66 / 4.63 eV
E_LUMO (alpha / beta): -6.0 / -6.9 eV
HOMO (alpha / beta): -0.4270 / -0.4240 Eh
ΔE to the lowest compared entry with this formula, charge and spin: 43.6 kcal/mol

The geometry in ORCA input format:
```
! wB97M-V def2-TZVPD RIJCOSX def2/J DEFGRID3
* xyz 2 3
N -5.547 -1.801 4.887
C -5.026 -0.708 5.445
C -4.922 0.507 4.757
C -5.336 0.569 3.402
C -5.947 -0.593 2.857
C -6.015 -1.753 3.641
C -5.039 1.709 2.566
Pd -0.092 0.805 -1.286
P 4.812 0.284 -2.153
C -5.268 1.705 1.207
C -4.259 2.089 0.252
C -4.271 1.545 -1.061
C -3.061 1.341 -1.728
C -1.898 1.731 -1.048
C -1.940 2.711 -0.063
C -3.130 2.841 0.657
Br 2.590 -0.014 -2.416
H -4.589 2.576 3.059
H -6.196 1.301 0.795
H -4.483 1.375 5.247
H -6.326 -0.616 1.835
H -4.672 -0.791 6.476
H -6.458 -2.667 3.232
H -5.217 1.210 -1.486
H -3.191 3.463 1.550
H -3.008 0.878 -2.713
H -1.061 3.331 0.115
P -0.775 -1.337 -1.323
C 4.993 1.996 -1.612
C 6.370 2.620 -1.850
H 4.746 2.008 -0.537
H 4.205 2.577 -2.117
H 6.483 3.490 -1.193
H 7.197 1.937 -1.623
H 6.485 2.977 -2.878
C 5.512 -0.131 -3.749
C 5.538 1.011 -4.764
H 4.911 -0.964 -4.140
H 6.525 -0.520 -3.558
H 5.736 0.590 -5.755
H 4.583 1.546 -4.821
H 6.335 1.731 -4.552
C 5.298 -0.897 -0.886
C 6.804 -0.929 -0.614
H 4.952 -1.887 -1.223
H 4.736 -0.649 0.029
H 6.998 -1.658 0.180
H 7.378 -1.248 -1.493
H 7.192 0.040 -0.276
C 0.209 -2.410 -0.206
C 1.483 -3.015 -0.786
H -0.470 -3.201 0.151
H 0.454 -1.770 0.655
H 1.845 -3.810 -0.119
H 1.326 -3.455 -1.777
H 2.275 -2.260 -0.865
C -0.707 -2.069 -2.987
C -1.573 -1.338 -4.013
H -1.009 -3.123 -2.889
H 0.348 -2.049 -3.295
H -1.435 -1.811 -4.992
H -2.638 -1.390 -3.763
H -1.288 -0.284 -4.105
C -2.463 -1.662 -0.676
C -2.698 -1.086 0.723
H -2.593 -2.755 -0.676
H -3.173 -1.240 -1.399
H -3.730 -1.279 1.048
H -2.024 -1.514 1.476
H -2.564 0.005 0.721
C 0.809 -1.107 3.066
N 0.026 0.119 2.993
C -1.026 0.417 3.838
C -1.466 1.656 3.509
N -0.680 2.088 2.462
C 0.187 1.117 2.071
S 1.246 1.139 0.736
H 0.196 -1.969 2.773
H 1.674 -1.007 2.405
H 1.149 -1.259 4.099
H -1.351 -0.269 4.603
H -2.248 2.262 3.932
H -0.746 2.996 2.016
*
```